Record 1
Molecular formula: C14H15F16NO2
Method: DFT, wB97M-V/def2-TZVPD

Positions of all 48 atoms, in Å:
F  -2.5329  6.3705  -2.6015
C  -1.3112  6.4787  -3.1599
F  -1.1803  5.4994  -4.1033
C  -0.9915  7.8432  -3.8325
F  0.2590  7.7264  -4.3382
F  -0.8376  8.4657  -2.7273
C  -2.1043  8.2045  -4.8111
O  -1.9553  9.6432  -5.3157
C  -3.3020  10.2067  -5.3331
F  -4.0162  9.5074  -6.1685
F  -3.8635  10.1120  -4.1175
C  -3.2896  11.6683  -5.7616
F  -4.4826  12.3124  -5.7438
F  -2.3991  12.4830  -5.1764
H  -0.5288  6.3615  -2.4102
H  -3.0545  8.1604  -4.2789
H  -2.1436  7.5448  -5.6780
H  -2.9817  11.6252  -6.8064
F  2.5569  -4.8105  2.3184
C  2.4446  -4.1047  3.4373
F  2.7945  -4.8857  4.4174
C  3.0780  -2.6581  3.4639
F  4.3923  -2.6638  3.2799
F  2.8305  -2.0840  4.6671
C  2.3319  -1.8265  2.3423
O  1.2053  -1.3225  3.0209
C  0.6775  -0.0084  2.6871
F  -0.2142  0.1004  3.6602
F  1.6250  0.9451  2.7793
C  0.0593  -0.0459  1.2785
F  -0.4923  1.1255  0.9847
F  0.7535  -0.5557  0.3453
H  1.4045  -3.9161  3.7035
H  1.9274  -2.3814  1.4958
H  2.9215  -1.0576  1.8430
H  -0.8713  -0.6112  1.3287
C  0.6689  -10.2601  4.4836
C  0.5225  -10.2010  2.9761
C  1.1258  -11.4972  2.2736
C  1.5981  -11.4967  0.9105
N  2.0189  -11.5174  -0.1910
H  0.4378  -11.1943  4.9955
H  0.2754  -9.3316  4.8972
H  1.7272  -10.3494  4.7288
H  1.1218  -9.3703  2.6035
H  -0.4950  -10.0169  2.6311
H  0.3215  -12.2320  2.2369
H  1.9679  -11.9850  2.7644

- SMILES = FC(F)C(F)(F)COC(F)(F)C(F)F.FC(F)C(F)(F)COC(F)(F)C(F)F.CCCC#N
- max |F| (eV/Å) = 5.85
- orbital gap (hartree) = 0.431

Here are the Löwdin charges for atoms 1 to 6, given in e:
1. F 0.106
2. C -0.305
3. F 0.070
4. C -0.519
5. F 0.132
6. F 0.175

***

Record 2
Molecular formula: C25H33BrN6PRbS4
Method: DFT, wB97M-V/def2-TZVPD

Positions of all 71 atoms, in Å:
Rb  1.3136  0.8258  0.3311
S  -0.7498  -0.4705  3.2200
C  -1.4317  1.0579  2.7515
N  -1.3716  2.1603  3.4188
N  -0.6780  2.1145  4.6050
C  -1.1705  2.7408  5.7040
C  -2.2786  3.5966  5.6052
C  -2.7261  4.2889  6.7056
C  -2.0929  4.1574  7.9341
C  -1.0140  3.2913  8.0492
C  -0.5567  2.5869  6.9563
N  -2.2274  0.8857  1.6815
N  -1.8758  1.2198  0.4888
C  -2.8295  1.1194  -0.4825
C  -2.4134  1.0527  -1.8233
C  -3.3343  1.0907  -2.8452
C  -4.6934  1.1981  -2.5681
C  -5.1191  1.2551  -1.2463
C  -4.2109  1.1969  -0.2149
H  -0.1137  1.2664  4.7310
H  -2.7753  3.6865  4.6529
H  -3.5822  4.9448  6.6029
H  -2.4438  4.7106  8.7945
H  -0.5194  3.1652  9.0059
H  0.2733  1.9006  7.0551
H  -1.3493  0.9809  -2.0148
H  -2.9987  1.0588  -3.8754
H  -5.4109  1.2633  -3.3751
H  -6.1721  1.3661  -1.0200
H  -4.5238  1.2527  0.8178
S  6.7812  2.8658  -1.7436
C  5.2939  2.2634  -1.2266
S  5.2416  0.8473  -0.2999
S  3.8632  3.0636  -1.6562
C  0.9185  0.9963  -5.6673
C  0.8399  1.3142  -4.1806
P  1.1899  -0.0697  -2.9856
C  2.7926  -0.6633  -3.7107
C  3.5122  -1.6306  -2.7849
C  0.0384  -1.4016  -3.6187
C  -0.1503  -2.5029  -2.5793
H  0.6761  1.8864  -6.2442
H  0.2181  0.2119  -5.9434
H  1.9183  0.6816  -5.9480
H  -0.1502  1.7114  -3.9383
H  1.5652  2.0930  -3.9266
H  3.4198  0.2214  -3.8479
H  2.6065  -1.1308  -4.6835
H  3.7675  -1.1165  -1.8609
H  4.4371  -1.9756  -3.2451
H  2.8903  -2.4952  -2.5531
H  0.4134  -1.8144  -4.5604
H  -0.9332  -0.9385  -3.8129
H  0.8013  -2.9425  -2.2891
H  -0.8001  -3.2960  -2.9533
H  -0.6052  -2.0790  -1.6872
N  -2.0567  -2.2874  0.7046
H  -2.9561  -2.5002  1.1232
H  -2.2427  -1.5990  -0.0203
H  -1.5394  -1.7888  1.4324
Br  3.2583  -7.1739  0.2600
C  2.7689  -5.3216  0.4107
C  3.7237  -4.3357  0.2104
C  3.3105  -3.0148  0.3036
N  2.0532  -2.6535  0.5381
C  1.1562  -3.6145  0.7297
C  1.4560  -4.9677  0.6832
H  4.7504  -4.5867  -0.0098
H  4.0220  -2.2111  0.1667
H  0.1376  -3.2995  0.9112
H  0.6876  -5.7070  0.8548

- max |F| (eV/Å) = 5.00
- charge = -2
- orbital gap (hartree) = 0.112
- relative energy (zero: lowest compared OMol25 entry of this formula, charge and spin) (kcal per mole) = 25.0

Here are the Löwdin charges for atoms 1 to 6, given in e:
1. Rb 0.397
2. S 0.528
3. C -0.921
4. N 0.025
5. N -0.039
6. C -0.261

***

Record 3
Molecular formula: C29H27AsCl2N7NaO4
Method: DFT, wB97M-V/def2-TZVPD

Positions of all 71 atoms, in Å:
Na  -1.0508  -0.8902  0.1185
O  -3.4376  2.6485  -2.7093
C  -2.6960  1.7315  -2.2631
N  -2.1592  1.6054  -1.0706
C  -2.4683  2.7231  -0.2215
C  -2.2137  2.4727  1.2411
C  -2.3567  3.5328  2.1470
C  -2.2289  3.2969  3.4982
C  -1.9582  2.0007  3.9262
C  -1.8082  1.0182  2.9647
N  -1.9190  1.2461  1.6514
C  -2.4385  0.5741  -3.2057
C  -3.5167  0.0301  -3.9087
C  -3.2973  -1.0361  -4.7562
C  -2.0009  -1.5170  -4.9062
C  -0.9927  -0.8923  -4.1938
N  -1.1951  0.1263  -3.3602
H  -3.5244  3.0243  -0.3149
H  -1.9102  3.6315  -0.5095
H  -2.5815  4.5229  1.7675
H  -2.3430  4.1049  4.2124
H  -1.8584  1.7573  4.9761
H  -1.5822  -0.0058  3.2364
H  -4.4974  0.4622  -3.7651
H  -4.1210  -1.4948  -5.2919
H  -1.7775  -2.3590  -5.5488
H  0.0357  -1.2334  -4.2845
O  1.0236  -4.0336  -1.7559
C  0.5388  -2.9233  -1.4576
O  -0.5452  -2.6693  -0.8933
C  1.4213  -1.7082  -1.8046
C  2.6321  -1.9185  -2.5219
C  3.4326  -0.8565  -2.7980
C  3.0305  0.4403  -2.3891
C  3.7989  1.6052  -2.6234
C  3.3439  2.8274  -2.2139
C  2.0904  2.9408  -1.5702
C  1.3305  1.8318  -1.3257
C  1.7994  0.5536  -1.7114
N  1.0311  -0.5290  -1.4038
H  2.8770  -2.9339  -2.7978
H  4.3743  -0.9794  -3.3243
H  4.7517  1.5101  -3.1342
H  3.9363  3.7166  -2.3967
H  1.7231  3.9197  -1.2852
H  0.3365  1.8819  -0.8935
Cl  2.2742  -5.8187  2.1115
C  1.4636  -4.4670  1.2702
Cl  2.4724  -3.0106  1.2638
H  0.5513  -4.2309  1.8062
H  1.2873  -4.7430  0.2344
C  1.5151  2.3357  2.3686
As  1.5422  0.4285  1.8591
C  1.7554  -0.2411  3.6950
C  3.4527  0.4498  1.3638
H  2.3771  2.5747  2.9964
H  0.5961  2.5617  2.9111
H  1.5454  2.9469  1.4661
H  2.5259  0.3220  4.2265
H  2.0140  -1.2986  3.6697
H  0.8012  -0.1354  4.2120
H  4.0667  0.7150  2.2274
H  3.5886  1.1978  0.5803
H  3.7726  -0.5155  0.9720
O  -1.0630  -1.8211  2.1265
N  -1.2508  -2.9914  2.5502
C  -2.5040  -3.3599  2.7934
C  -2.7277  -4.6726  3.3001
N  -2.9413  -5.7247  3.7213
C  -3.6212  -2.4839  2.6262
N  -4.5229  -1.7745  2.5190

- max |F| (eV/Å) = 1.14
- charge = -2
- orbital gap (hartree) = 0.241
- relative energy (zero: lowest compared OMol25 entry of this formula, charge and spin) (kcal per mole) = 14.3

Here are the Löwdin charges for atoms 1 to 6, given in e:
1. Na 0.257
2. O -0.077
3. C -0.559
4. N 0.045
5. C -0.225
6. C -0.258

***

Record 4
Molecular formula: C16H23N3O4S2
Method: DFT, wB97M-V/def2-TZVPD

Positions of all 48 atoms, in Å:
O  4.2411  -2.9028  -1.2895
S  3.3007  -2.1550  -2.0669
O  3.8045  -1.2871  -3.0929
N  2.2232  -3.2989  -2.6378
C  1.2900  -3.0214  -3.6878
C  1.7099  -2.4174  -4.9973
C  0.9011  -1.6175  -4.0173
C  2.2538  -1.2047  -0.9657
C  2.2275  0.1738  -1.0662
C  1.4208  0.8968  -0.2018
C  0.6729  0.2224  0.7452
S  -0.4321  1.1721  1.7916
O  -0.6981  0.4103  2.9792
O  0.0904  2.4999  1.9179
N  -1.7610  1.2103  0.8010
C  -2.6653  0.0806  0.8783
C  -4.1230  0.5660  1.0190
N  -4.2548  1.7304  1.8521
C  -4.0009  1.5374  3.2741
C  -3.8135  2.9626  3.7745
C  -2.9603  3.5672  2.6615
C  -3.4815  2.8863  1.3872
C  -2.3471  2.4761  0.4271
C  0.7125  -1.1559  0.8542
C  1.5155  -1.8801  -0.0128
H  2.7028  -4.1811  -2.7439
H  0.5064  -3.7726  -3.7083
H  2.7474  -2.1431  -5.1017
H  1.2394  -2.7688  -5.9027
H  -0.1374  -1.4191  -4.2362
H  1.4065  -0.8171  -3.5040
H  2.8375  0.6543  -1.8155
H  1.3716  1.9734  -0.2336
H  -2.5532  -0.5422  -0.0193
H  -2.3753  -0.5086  1.7500
H  -4.7355  -0.2346  1.4387
H  -4.5221  0.8201  0.0320
H  -3.0935  0.9507  3.4743
H  -4.8585  1.0314  3.7242
H  -3.3286  3.0051  4.7468
H  -4.7791  3.4666  3.8299
H  -3.0412  4.6512  2.6066
H  -1.9134  3.3035  2.8145
H  -4.1681  3.5521  0.8433
H  -2.7181  2.3877  -0.6000
H  -1.5484  3.2163  0.4526
H  0.1315  -1.6370  1.6248
H  1.5844  -2.9545  0.0380

- SMILES = O=S(=O)(NC1CC1)c1ccc(S(=O)(=O)N2CCN3CCC[C@H]3C2)cc1
- max |F| (eV/Å) = 1.13
- orbital gap (hartree) = 0.308
- relative energy (zero: lowest compared OMol25 entry of this formula, charge and spin) (kcal per mole) = 7.4

Here are the Löwdin charges for atoms 1 to 6, given in e:
1. O -0.281
2. S 0.659
3. O -0.285
4. N -0.099
5. C -0.333
6. C -0.095